C48H85N9O6S3 | wB97M-V/def2-TZVPD

Positions of all 151 atoms, in Å:
O (-4.691, 8.297, -16.517)
S (-5.677, 9.111, -17.181)
O (-6.958, 8.626, -17.649)
C (-6.037, 10.628, -16.121)
C (-5.559, 11.870, -16.841)
C (-4.493, 11.369, -17.763)
C (-4.826, 10.115, -18.484)
H (-5.384, 10.452, -15.267)
H (-7.085, 10.540, -15.833)
H (-6.390, 12.280, -17.415)
H (-5.199, 12.630, -16.148)
H (-3.649, 11.090, -17.131)
H (-4.106, 12.124, -18.447)
H (-3.964, 9.645, -18.957)
H (-5.561, 10.411, -19.232)
O (-6.591, 17.717, -6.035)
S (-7.096, 16.431, -6.527)
O (-7.697, 15.479, -5.667)
C (-8.206, 16.664, -7.989)
C (-7.360, 16.557, -9.261)
C (-5.870, 16.303, -8.884)
C (-5.709, 15.655, -7.539)
H (-8.740, 17.606, -7.869)
H (-8.894, 15.820, -7.936)
H (-7.768, 15.718, -9.825)
H (-7.399, 17.502, -9.802)
H (-5.427, 17.288, -8.736)
H (-5.324, 15.812, -9.689)
H (-4.747, 15.688, -7.027)
H (-5.934, 14.593, -7.637)
O (-0.973, 17.109, -13.811)
S (-0.069, 15.999, -13.404)
O (0.617, 15.197, -14.391)
C (1.100, 16.520, -12.103)
C (0.824, 15.611, -10.881)
C (-0.618, 15.335, -10.853)
C (-0.956, 14.846, -12.254)
H (0.780, 17.513, -11.785)
H (2.133, 16.659, -12.421)
H (1.431, 14.722, -11.056)
H (1.257, 16.012, -9.965)
H (-1.195, 16.205, -10.539)
H (-0.786, 14.521, -10.147)
H (-1.984, 14.816, -12.615)
H (-0.563, 13.831, -12.304)
C (-2.670, 7.272, -11.722)
C (-2.140, 8.475, -12.158)
C (-2.663, 8.838, -13.399)
N (-3.501, 7.812, -13.824)
C (-3.533, 6.896, -12.765)
H (-2.578, 6.676, -10.826)
H (-1.402, 9.012, -11.581)
H (-2.440, 9.687, -14.028)
H (-3.991, 7.744, -14.705)
H (-4.211, 6.069, -12.917)
C (-9.725, 11.638, -5.951)
C (-9.218, 11.511, -7.394)
C (-8.367, 10.318, -7.614)
C (-7.326, 10.110, -6.517)
N (-6.529, 9.958, -5.758)
H (-10.363, 10.813, -5.636)
H (-10.349, 12.531, -5.903)
H (-8.960, 11.835, -5.200)
H (-8.576, 12.377, -7.557)
H (-9.974, 11.425, -8.174)
H (-7.854, 10.525, -8.553)
H (-8.993, 9.426, -7.657)
C (-4.636, 12.542, -12.607)
C (-3.347, 12.382, -11.748)
C (-3.614, 11.721, -10.347)
C (-4.869, 12.011, -9.646)
N (-5.913, 12.248, -9.209)
H (-5.279, 13.201, -12.024)
H (-5.097, 11.559, -12.699)
H (-4.486, 12.871, -13.635)
H (-2.997, 13.390, -11.526)
H (-2.552, 11.877, -12.297)
H (-2.822, 11.710, -9.597)
H (-3.758, 10.669, -10.596)
C (-2.597, 11.587, -5.343)
C (-3.130, 12.534, -6.464)
C (-2.574, 13.934, -6.517)
C (-1.133, 13.910, -6.338)
N (-0.004, 13.894, -6.209)
H (-1.636, 11.224, -5.706)
H (-3.240, 10.739, -5.109)
H (-2.476, 12.197, -4.447)
H (-4.218, 12.540, -6.406)
H (-2.843, 12.027, -7.385)
H (-2.895, 14.624, -5.737)
H (-2.667, 14.313, -7.535)
C (-8.879, 13.311, -11.378)
C (-9.674, 12.450, -12.390)
C (-9.685, 10.944, -12.158)
C (-8.533, 10.344, -12.764)
N (-7.596, 9.871, -13.291)
H (-7.822, 13.056, -11.307)
H (-9.344, 13.205, -10.397)
H (-8.981, 14.355, -11.675)
H (-9.216, 12.705, -13.345)
H (-10.671, 12.889, -12.430)
H (-10.569, 10.599, -12.694)
H (-9.912, 10.687, -11.123)
C (-6.610, 8.527, -9.963)
C (-5.786, 7.863, -8.798)
C (-6.358, 6.685, -8.061)
C (-7.653, 6.837, -7.424)
N (-8.615, 6.900, -6.791)
H (-7.618, 8.807, -9.657)
H (-6.781, 7.779, -10.737)
H (-6.233, 9.479, -10.336)
H (-5.642, 8.599, -8.007)
H (-4.768, 7.632, -9.111)
H (-5.714, 6.379, -7.237)
H (-6.605, 5.857, -8.726)
C (-1.197, 16.841, -17.379)
C (-0.926, 15.438, -17.941)
C (-1.842, 14.355, -17.455)
C (-2.319, 14.356, -16.089)
N (-2.790, 14.334, -15.022)
H (-2.223, 17.187, -17.504)
H (-0.521, 17.617, -17.738)
H (-1.070, 16.897, -16.298)
H (0.073, 15.070, -17.707)
H (-0.885, 15.446, -19.030)
H (-1.474, 13.364, -17.719)
H (-2.754, 14.547, -18.020)
C (-0.714, 10.884, -15.861)
C (-0.360, 11.720, -14.594)
C (0.539, 11.057, -13.547)
C (1.660, 10.292, -14.069)
N (2.578, 9.682, -14.432)
H (-1.550, 11.337, -16.394)
H (-1.060, 9.886, -15.594)
H (0.030, 10.676, -16.631)
H (-1.332, 11.873, -14.124)
H (0.000, 12.729, -14.792)
H (-0.116, 10.394, -12.980)
H (0.915, 11.859, -12.911)
C (-0.061, 7.997, -7.480)
C (-0.603, 9.148, -8.268)
C (0.400, 10.264, -8.546)
C (0.122, 11.078, -9.690)
N (-0.120, 11.755, -10.594)
H (0.754, 7.423, -7.922)
H (-0.852, 7.298, -7.208)
H (0.186, 8.406, -6.500)
H (-1.496, 9.521, -7.767)
H (-0.988, 8.720, -9.193)
H (1.362, 9.837, -8.827)
H (0.629, 10.865, -7.665)

Computed properties:
E_HOMO (eV): -8.29
Total energy (eV): -109351.29484
SMILES: O=S1(=O)CCCC1.O=S1(=O)CCCC1.O=S1(=O)CCCC1.c1cc[nH]c1.CCCC#N.CCCC#N.CCCC#N.CCCC#N.CCCC#N.CCCC#N.CCCC#N.CCCC#N

Here are the Mulliken charges for atoms 1 to 6, given in e:
1 O -0.742
2 S 1.037
3 O -0.668
4 C -0.231
5 C -0.698
6 C -0.043